Here is one molecule with the formula C23H19N3O3 from the OMol25 dataset. Energies are from the ωB97M-V functional and the def2-TZVPD basis.

Highest occupied orbital energy = -9.29 eV
Energy above the lowest of the compared OMol25 structures with the same formula, charge and spin = 0.000 eV
Multiplicity = 1
Orbital gap = 8.6 eV
SMILES = C[C@@H](NC(=O)c1ccc2c(c1)C(=O)N(Cc1cccnc1)C2=O)c1ccccc1

The geometry in XYZ format:
```
48
Properties=species:S:1:pos:R:3:forces:R:3:lowdin_charge:R:1
C 0.7578 -0.1759 5.4940 -0.259 -0.099 -0.129 -0.045
C -0.1333 -0.8434 4.4523 -0.049 0.059 0.161 -0.309
N -0.0891 -0.0871 3.2091 0.225 -0.030 0.101 0.108
C -1.1815 0.4657 2.6445 0.213 0.080 -0.099 -0.455
O -2.2850 0.4428 3.1525 -0.313 0.056 0.064 0.073
C -0.9308 1.1430 1.3294 -0.034 0.021 -0.275 -0.103
C -1.6919 2.2702 1.0310 0.002 -0.021 0.025 0.016
C -1.5430 2.9524 -0.1703 0.126 -0.043 -0.122 0.030
C -0.6199 2.4641 -1.0720 0.080 -0.525 0.510 -0.064
C 0.1303 1.3188 -0.7879 -0.462 0.431 0.232 -0.060
C -0.0088 0.6438 0.4049 -0.050 0.133 -0.047 0.064
C 1.0128 1.0446 -1.9488 0.145 -0.073 -0.009 -0.351
O 1.8211 0.1667 -2.1095 -0.033 -0.058 0.039 0.133
N 0.7408 2.0545 -2.8598 0.260 0.142 -0.252 0.050
C 1.3683 2.1405 -4.1657 -0.033 -0.061 -0.102 -0.069
C 0.5121 1.4607 -5.2007 -0.042 0.047 -0.128 -0.180
C -0.4655 2.1611 -5.8973 0.057 -0.146 -0.040 -0.021
C -1.2547 1.4802 -6.8092 0.055 -0.011 0.062 -0.055
C -1.0364 0.1213 -6.9816 -0.220 0.194 -0.129 -0.153
N -0.1166 -0.5554 -6.3159 0.040 -0.539 -0.106 0.063
C 0.6347 0.0967 -5.4482 0.150 0.288 0.163 -0.098
C -0.2306 2.9440 -2.4208 0.058 0.079 -0.101 -0.347
O -0.6246 3.8959 -3.0439 -0.068 0.041 0.009 0.133
C 0.2076 -2.2869 4.1406 -0.032 -0.040 0.055 -0.180
C -0.6684 -2.9932 3.3208 0.030 -0.046 0.026 -0.032
C -0.4038 -4.3013 2.9634 -0.094 0.029 -0.047 -0.078
C 0.7441 -4.9260 3.4234 0.096 -0.069 0.033 -0.092
C 1.6195 -4.2324 4.2389 0.072 -0.144 -0.036 -0.083
C 1.3566 -2.9188 4.5933 -0.097 0.113 0.033 -0.041
H 0.7282 -0.7332 6.4260 0.074 -0.041 0.119 0.085
H 0.3997 0.8334 5.6831 -0.004 0.056 0.005 0.083
H 1.7871 -0.1154 5.1460 0.131 0.000 0.021 0.078
H -1.1779 -0.7918 4.7830 0.221 -0.017 -0.069 0.150
H 0.8060 -0.0192 2.7515 -0.092 0.056 -0.051 0.145
H -2.4126 2.6012 1.7638 -0.060 0.006 0.050 0.124
H -2.1287 3.8294 -0.3970 -0.058 0.091 -0.016 0.125
H 0.5597 -0.2558 0.5886 0.061 -0.098 0.031 0.131
H 1.4909 3.2001 -4.4054 0.062 -0.150 0.044 0.135
H 2.3425 1.6513 -4.0887 -0.092 0.135 0.003 0.133
H -0.6059 3.2176 -5.7192 0.003 0.093 0.022 0.113
H -2.0216 1.9914 -7.3701 -0.068 0.019 -0.062 0.101
H -1.6247 -0.4570 -7.6819 -0.098 0.038 -0.084 0.103
H 1.3707 -0.4967 -4.9207 0.125 0.030 0.108 0.116
H -1.5654 -2.5056 2.9663 -0.118 0.060 -0.046 0.117
H -1.0940 -4.8355 2.3275 -0.062 -0.046 -0.050 0.104
H 0.9535 -5.9487 3.1477 0.020 -0.082 -0.019 0.101
H 2.5159 -4.7132 4.6024 0.069 -0.042 0.022 0.102
H 2.0549 -2.3991 5.2304 0.060 0.084 0.083 0.101
```
Positions in Å, forces in eV/Å.

Here is C23H20AlBrN7S as an isolated structure from the OMol25 dataset. Energies are from the ωB97M-V functional and the def2-TZVPD basis.

Highest occupied orbital energy = -17.48 eV
Charge = +3
Multiplicity = 1
Orbital gap = 7.6 eV

The geometry in XYZ format:
```
53
Properties=species:S:1:pos:R:3:forces:R:3:lowdin_charge:R:1
Al 0.3401 1.0461 -0.7117 -0.168 0.050 -0.212 0.394
S 2.3425 3.1633 5.8510 0.029 0.027 0.138 1.169
N 1.0694 3.5872 4.9774 -0.192 0.187 0.108 -0.178
C 1.1817 2.9894 3.8067 0.630 -0.417 -0.030 -0.293
C 0.2727 3.1089 2.7004 -0.130 -0.040 -0.359 -0.040
C -0.8454 3.9583 2.6929 0.049 -0.096 -0.015 0.097
C -1.6320 4.0342 1.5629 0.037 0.034 0.040 0.032
C -1.3167 3.2486 0.4634 -0.114 -0.038 -0.091 -0.025
N -0.2610 2.4285 0.4502 0.348 -0.151 0.163 0.076
C 0.5519 2.3658 1.5497 -0.291 0.433 0.253 -0.092
C 1.7501 1.5566 1.4445 0.527 -0.128 0.183 -0.092
N 1.9787 0.9242 0.2514 -0.244 0.277 0.220 0.077
C 3.1315 0.2723 0.0691 -0.004 -0.091 -0.138 -0.023
C 4.0978 0.1823 1.0605 0.039 0.044 0.060 0.031
C 3.8660 0.7731 2.2849 -0.122 0.010 -0.022 0.097
C 2.6724 1.4833 2.4923 -0.014 -0.109 -0.362 -0.040
C 2.3605 2.1884 3.7048 -0.611 0.432 0.082 -0.293
N 3.0920 2.2130 4.8025 0.251 -0.116 0.069 -0.178
H -1.0590 4.5463 3.5774 -0.031 0.022 -0.020 0.151
H -2.4846 4.6969 1.5194 -0.018 -0.024 -0.020 0.141
H -1.9271 3.2760 -0.4293 -0.038 -0.021 0.012 0.133
H 3.2921 -0.1817 -0.8999 -0.020 -0.041 0.015 0.133
H 5.0218 -0.3410 0.8591 -0.018 -0.024 -0.020 0.141
H 4.5880 0.7185 3.0908 0.030 -0.009 -0.025 0.150
N -0.5824 -0.4959 -0.3666 -0.005 -0.079 -0.058 0.251
C -1.2149 -1.4437 -0.0767 0.006 0.097 0.007 -0.097
N -1.9065 -2.4492 0.2398 -0.029 0.082 -0.009 -0.048
C -3.0297 -2.9383 -0.6104 -0.215 -0.256 -0.245 -0.065
C -2.6979 -4.3451 -1.1553 0.175 0.018 0.048 -0.138
C -1.3264 -4.8285 -0.6758 -0.126 -0.015 0.087 -0.183
C -1.1956 -4.7486 0.8477 0.015 0.069 -0.167 -0.138
C -1.5550 -3.3424 1.3783 0.120 -0.355 0.202 -0.066
H -3.2060 -2.2151 -1.4040 0.053 0.042 0.031 0.131
H -3.9078 -2.9548 0.0344 0.033 0.089 0.031 0.139
H -2.7214 -4.3328 -2.2437 -0.049 0.011 0.003 0.120
H -3.4639 -5.0469 -0.8273 -0.030 0.032 0.017 0.128
H -0.5337 -4.2433 -1.1522 0.014 -0.026 -0.017 0.112
H -1.1860 -5.8612 -0.9892 0.061 0.022 -0.040 0.129
H -0.1790 -5.0048 1.1415 -0.014 0.003 0.045 0.120
H -1.8556 -5.4835 1.3070 -0.020 0.028 0.032 0.128
H -0.7405 -2.8893 1.9397 -0.007 0.061 -0.043 0.130
H -2.4357 -3.3710 2.0190 -0.001 0.104 -0.012 0.139
Br -0.2418 1.0161 -7.1682 0.060 0.049 0.300 0.964
C 0.0084 1.1671 -5.3352 0.010 -0.001 -0.103 -0.638
C -0.6308 2.1740 -4.6048 0.013 0.015 -0.163 -0.041
C -0.4542 2.2320 -3.2476 0.072 0.111 0.141 -0.047
N 0.3217 1.3475 -2.5756 0.068 -0.310 0.017 -0.002
C 0.9698 0.3924 -3.2972 -0.016 0.091 0.023 -0.068
C 0.8480 0.2761 -4.6547 0.017 0.021 -0.116 -0.043
H -1.2504 2.9058 -5.1044 -0.025 -0.003 0.040 0.134
H -0.9164 3.0151 -2.6613 -0.062 -0.010 -0.023 0.126
H 1.6058 -0.2837 -2.7355 -0.029 -0.078 -0.089 0.122
H 1.3947 -0.4866 -5.1916 -0.016 -0.025 0.034 0.133
```
Positions in Å, forces in eV/Å.

Here is C23H20AuN3O7S2 as an isolated structure from the OMol25 dataset. Energies are from the ωB97M-V functional and the def2-TZVPD basis.

Highest occupied orbital energy = -8.42 eV
Energy above the lowest of the compared OMol25 structures with the same formula, charge and spin = 0.031 eV
Multiplicity = 1
Orbital gap = 6.9 eV

The geometry in XYZ format:
```
56
Properties=species:S:1:pos:R:3:forces:R:3:lowdin_charge:R:1
Au 1.3392 -0.1765 0.3499 0.083 0.247 -0.900 1.400
O 5.2431 0.7221 0.2328 -0.012 0.049 -0.012 0.124
C 4.0407 0.7416 0.2197 -0.007 -0.153 0.004 -0.545
O 3.2963 -0.3297 0.0578 0.145 -0.017 0.192 -0.163
C 3.2538 2.0094 0.3196 0.010 0.071 0.042 -0.176
C 3.9046 3.2164 0.4490 -0.010 -0.058 -0.005 0.027
C 3.1517 4.3757 0.5057 -0.003 0.038 0.004 -0.023
C 1.7766 4.2718 0.4222 0.019 0.024 -0.004 -0.017
C 1.1881 3.0246 0.3017 -0.001 -0.035 -0.124 -0.081
N 1.9152 1.9062 0.2482 -0.174 -0.159 0.165 0.022
H 4.9837 3.2035 0.5029 0.001 -0.006 -0.002 0.130
H 3.6292 5.3406 0.6115 0.001 -0.001 0.006 0.117
H 1.1421 5.1453 0.4625 -0.019 -0.013 -0.005 0.117
H 0.1196 2.9063 0.2661 0.049 0.041 0.012 0.075
C -3.5888 2.1813 -5.0986 0.003 0.002 0.009 -0.048
C -3.1573 1.8228 -3.7033 0.006 0.009 -0.021 -0.267
C -1.8238 1.9607 -3.3153 0.010 0.002 -0.022 -0.032
C -1.4141 1.6126 -2.0427 -0.045 -0.048 0.022 -0.057
C -2.3445 1.1177 -1.1353 -0.014 0.036 -0.055 -0.273
C -3.6723 0.9728 -1.4981 0.020 0.011 -0.035 -0.044
C -4.0698 1.3279 -2.7806 -0.007 -0.011 0.025 -0.029
S -1.8343 0.6951 0.5048 -0.101 -0.112 0.111 0.612
O -2.9798 0.1573 1.1696 0.027 0.014 0.021 -0.267
O -1.1624 1.8288 1.0639 -0.067 -0.011 0.018 -0.304
N -0.6960 -0.4510 0.2610 0.057 0.043 0.244 -0.224
C -1.0643 -1.8072 0.1666 0.025 0.146 -0.061 -0.227
C -2.3275 -2.3434 0.0433 0.043 -0.037 -0.037 0.005
C -2.5073 -3.7408 -0.0072 0.013 0.014 0.006 -0.050
C -1.4611 -4.6151 0.0700 -0.023 0.030 0.009 -0.032
C -0.1522 -4.1003 0.1744 -0.002 -0.019 -0.009 -0.140
C 1.0073 -4.8964 0.2894 -0.046 -0.028 0.001 0.025
C 2.2352 -4.3145 0.4021 0.055 0.043 -0.006 -0.012
C 2.3421 -2.9170 0.3822 -0.080 -0.036 -0.015 -0.072
N 1.2711 -2.1672 0.2488 -0.135 -0.150 0.203 -0.025
C 0.0180 -2.7081 0.1891 0.078 0.044 -0.005 -0.142
H -2.9804 2.9890 -5.5040 -0.001 0.002 -0.003 0.078
H -4.6323 2.4930 -5.1197 -0.002 -0.001 -0.004 0.078
H -3.4861 1.3234 -5.7663 0.004 -0.005 0.003 0.087
H -1.1008 2.3462 -4.0243 0.002 0.005 0.003 0.116
H -0.3748 1.7172 -1.7564 0.008 0.003 -0.011 0.094
H -4.3828 0.5964 -0.7755 -0.009 0.002 0.008 0.114
H -5.1097 1.2206 -3.0645 -0.004 0.002 0.004 0.116
H -3.1928 -1.7048 0.0238 -0.031 -0.012 -0.003 0.096
H -3.5176 -4.1193 -0.0881 -0.003 0.003 -0.003 0.111
H -1.6151 -5.6856 0.0633 -0.001 -0.004 -0.007 0.115
H 0.9036 -5.9744 0.3025 0.000 0.002 -0.005 0.127
H 3.1343 -4.9013 0.5146 0.008 0.010 0.001 0.116
H 3.2893 -2.4090 0.4662 0.025 0.023 0.028 0.120
C 1.7263 -0.3254 5.1467 0.009 -0.003 0.014 -0.158
S 1.1289 -0.6540 3.5116 0.108 0.084 -0.125 0.363
O 1.6584 -1.9578 3.1218 0.003 -0.033 0.016 -0.369
O -0.3156 -0.5789 3.5443 -0.026 -0.007 0.023 -0.344
O 1.7359 0.4319 2.6922 0.034 -0.029 0.239 -0.447
H 1.1943 -0.9638 5.8474 0.005 -0.029 -0.011 0.061
H 1.5425 0.7228 5.3674 -0.036 -0.006 0.033 0.060
H 2.7921 -0.5391 5.1630 0.010 0.023 0.023 0.059
```
Positions in Å, forces in eV/Å.

Here is C23H20Br4N6O4Tc as an isolated structure from the OMol25 dataset. Energies are from the ωB97M-V functional and the def2-TZVPD basis.

Highest occupied orbital energy (alpha / beta) = -12.85 / -12.86 eV
Charge = +2
Multiplicity = 4
Orbital gap (alpha / beta) = 5.7 / 4.3 eV

The geometry in XYZ format:
```
58
Properties=species:S:1:pos:R:3:forces:R:3:mulliken_spin:R:1
Tc -0.6951 1.6580 -1.4268 -1.109 0.377 -0.267 1.925
Br -2.6392 8.0558 0.1547 0.005 0.019 -0.051 0.040
C -2.0272 6.5440 -0.7288 -0.015 0.098 -0.145 0.101
C -1.8712 6.5617 -2.1790 -0.081 0.290 0.174 0.198
Br -2.2854 8.0971 -3.1160 0.019 -0.076 0.084 0.093
C -1.4143 5.4484 -2.8770 0.052 -0.093 -0.258 -0.046
Br -1.1739 5.3933 -4.7264 -0.026 0.025 0.027 -0.006
C -1.1247 4.3111 -2.1545 -0.042 -0.202 0.448 0.191
O -0.7152 3.1665 -2.6567 0.229 0.043 0.047 0.115
C -1.2799 4.2892 -0.7132 0.138 -0.293 -0.334 0.209
O -0.9722 3.1569 -0.1572 0.015 -0.120 -0.039 0.148
C -1.7280 5.4160 -0.0081 -0.007 0.068 0.131 -0.012
Br -1.8737 5.2797 1.8496 -0.006 -0.007 -0.058 0.004
C -5.5753 -1.1436 -0.5794 0.064 0.022 -0.062 -0.001
N -4.5711 -0.2443 -1.1430 -0.099 -0.072 -0.029 0.003
C -4.7746 0.4746 -2.3890 0.021 -0.038 0.067 0.001
C -3.4960 1.2728 -2.5080 0.025 -0.097 0.002 0.011
O -3.2365 2.1013 -3.3266 0.139 -0.004 0.042 0.009
N -2.6367 0.8571 -1.4529 0.255 0.112 -0.153 -0.032
C -3.3605 0.0118 -0.6685 0.036 0.075 0.114 0.023
N -2.8972 -0.5226 0.4627 -0.054 0.126 0.000 0.002
H -6.5616 -0.7451 -0.8049 0.013 0.022 -0.007 0.000
H -5.4882 -1.2031 0.5032 0.009 0.049 0.018 0.000
H -5.4920 -2.1435 -1.0049 0.034 0.010 -0.006 0.000
H -5.6435 1.1292 -2.3449 -0.026 0.044 0.028 0.000
H -4.8824 -0.1918 -3.2466 0.007 -0.044 -0.006 0.000
H -2.1280 -0.0703 0.9300 0.023 -0.073 -0.035 0.000
H -3.5202 -1.0602 1.0410 -0.013 -0.047 0.031 0.000
C 6.8236 -1.2361 1.6356 -0.106 -0.033 -0.019 0.000
C 5.5768 -2.0828 1.5712 0.121 0.103 -0.015 0.000
C 5.1712 -2.8669 2.6432 -0.009 -0.084 0.148 0.000
C 4.0201 -3.6389 2.5796 0.042 -0.018 0.245 0.000
C 3.2467 -3.6567 1.4290 -0.171 -0.005 0.015 0.000
N 2.0851 -4.4875 1.4357 0.086 0.146 0.163 0.000
C 0.9914 -4.5088 0.6331 0.139 -0.164 -0.342 0.001
O 0.2997 -5.4819 0.4588 -0.042 0.191 0.091 -0.001
N 0.6911 -3.3157 -0.0873 0.018 0.153 0.175 -0.004
C 0.6056 -2.0326 0.3939 0.033 -0.168 0.117 -0.030
C 0.9773 -1.6291 1.6894 -0.013 -0.007 -0.039 0.033
C 0.8497 -0.3026 2.0576 0.034 -0.090 0.051 -0.019
C 0.3440 0.6225 1.1668 -0.075 -0.007 -0.108 0.052
N -0.0448 0.2376 -0.0663 0.438 -0.291 0.303 -0.036
C 0.0930 -1.0500 -0.4415 -0.052 0.318 -0.052 0.045
C 3.6447 -2.8943 0.3395 0.063 0.015 -0.274 0.001
C 4.7926 -2.1166 0.4234 -0.056 0.009 -0.128 0.000
H 7.4270 -1.4772 2.5095 -0.031 -0.020 -0.021 0.000
H 6.5720 -0.1748 1.6870 -0.012 -0.017 0.014 0.000
H 7.4390 -1.3777 0.7469 -0.006 -0.028 0.013 0.000
H 5.7698 -2.8827 3.5473 -0.050 -0.020 -0.035 0.000
H 3.7282 -4.2478 3.4304 0.037 0.059 -0.041 0.000
H 2.1391 -5.3188 2.0044 0.085 -0.112 -0.019 0.000
H 0.1333 -3.5300 -0.8992 -0.089 -0.058 -0.015 0.000
H 1.3509 -2.3508 2.3996 0.007 -0.013 -0.002 -0.001
H 1.1410 0.0200 3.0484 -0.005 -0.027 -0.037 0.000
H 0.2272 1.6689 1.4185 -0.006 -0.027 -0.041 -0.012
H -0.2350 -1.3044 -1.4439 -0.015 0.013 -0.027 -0.008
H 3.0976 -2.9403 -0.5950 0.074 0.012 0.087 0.000
H 5.1056 -1.5441 -0.4444 -0.048 -0.046 0.030 0.000
```
Positions in Å, forces in eV/Å.

Number 1: maximum force 0.0143 Eh/bohr. Number 2: maximum force 0.0147 Eh/bohr. Number 3: maximum force 0.0182 Eh/bohr. Number 4: maximum force 0.0234 Eh/bohr.